1.
{"formula": "C24H82N6O14", "method": "ωB97M-V with the def2-TZVPD basis set", "e_above_lowest_ev": 6.110, "orbital_gap_ev": 9.2, "total_energy_ha": -2345.19795, "symbols": ["O", "H", "H", "O", "H", "H", "O", "H", "H", "O", "H", "H", "O", "H", "H", "O", "H", "H", "O", "H", "H", "O", "H", "H", "C", "C", "C", "O", "C", "N", "H", "H", "H", "H", "H", "H", "H", "H", "H", "H", "H", "C", "C", "C", "O", "C", "N", "H", "H", "H", "H", "H", "H", "H", "H", "H", "H", "H", "C", "C", "C", "O", "C", "N", "H", "H", "H", "H", "H", "H", "H", "H", "H", "H", "H", "C", "C", "C", "O", "C", "N", "H", "H", "H", "H", "H", "H", "H", "H", "H", "H", "H", "C", "C", "C", "O", "C", "N", "H", "H", "H", "H", "H", "H", "H", "H", "H", "H", "H", "C", "C", "C", "O", "C", "N", "H", "H", "H", "H", "H", "H", "H", "H", "H", "H", "H"], "coordinates": [[0.6211, -7.8671, -2.1138], [0.5408, -8.7243, -2.5322], [0.4486, -7.2401, -2.8161], [-0.4170, -7.7183, 1.3213], [0.1472, -7.7373, 0.5483], [-1.1293, -7.1245, 1.0841], [-1.3547, 4.0993, 5.4660], [-0.9264, 3.4573, 4.8997], [-1.3383, 4.9128, 4.9618], [-4.0518, -1.7084, 4.1771], [-4.9843, -1.9037, 4.2688], [-3.6092, -2.4911, 4.5053], [-2.8285, 0.8368, 6.9527], [-2.3939, 1.6061, 6.5846], [-2.8843, 0.2204, 6.2226], [0.5462, -1.5515, 5.8207], [0.3707, -2.4919, 5.8535], [0.9680, -1.3568, 6.6576], [-3.4126, -5.5647, 0.0035], [-3.9260, -5.7476, -0.7834], [-3.3262, -4.6116, 0.0176], [-1.4546, -4.7286, 4.6657], [-1.0643, -5.2490, 3.9635], [-1.7965, -5.3758, 5.2824], [-5.4547, -6.5644, -5.5505], [-4.1950, -6.1883, -4.8718], [-3.1532, -5.6260, -5.9145], [-1.9462, -5.4443, -5.2021], [-0.9539, -4.7895, -5.9762], [-4.4375, -5.1164, -3.9349], [-6.2328, -6.8960, -4.8629], [-5.3110, -7.3812, -6.2578], [-5.7526, -5.7075, -6.1547], [-3.7326, -7.0300, -4.3563], [-3.4778, -4.6608, -6.3030], [-3.0901, -6.3625, -6.7155], [-1.4838, -3.8627, -6.1962], [-0.6640, -5.3473, -6.8666], [-0.1047, -4.7359, -5.2950], [-4.1482, -4.1802, -4.1799], [-5.4414, -5.0351, -4.0099], [5.8210, -3.5031, 3.0506], [6.7342, -3.9887, 1.9577], [6.0594, -5.0847, 1.0947], [7.1204, -5.6698, 0.3792], [6.7816, -6.1375, -0.9726], [7.2015, -2.8195, 1.1303], [5.6583, -2.4331, 3.1801], [6.1088, -3.7096, 4.0814], [4.7949, -3.8607, 2.9642], [7.6311, -4.3471, 2.4627], [5.4536, -4.5495, 0.3635], [5.4472, -5.9210, 1.4321], [7.7383, -6.5359, -1.3102], [6.5318, -5.3405, -1.6729], [6.2277, -7.0410, -1.2276], [8.1755, -2.9777, 0.9153], [6.9483, -2.9324, 0.1591], [4.5726, 8.0389, -2.5194], [5.0690, 6.5974, -2.4341], [4.3404, 5.5608, -1.6081], [5.0258, 4.3143, -1.5949], [6.2759, 4.1529, -0.8983], [5.3415, 6.0858, -3.7691], [4.3868, 8.3043, -1.4787], [3.5883, 8.2240, -2.9495], [5.2300, 8.7073, -3.0755], [6.0530, 6.7005, -1.9766], [3.2801, 5.4349, -1.8271], [4.3646, 6.0151, -0.6175], [6.1404, 4.1750, 0.1830], [7.1604, 4.7101, -1.2068], [6.5029, 3.0875, -0.9360], [5.6781, 5.1354, -3.7103], [4.4193, 6.0636, -4.1805], [-1.1424, 9.1867, 3.3715], [-1.5214, 8.2475, 2.2598], [-0.3427, 7.4044, 1.6993], [-0.5859, 6.4962, 0.5975], [-1.3312, 7.0916, -0.4349], [-2.4343, 7.2555, 2.7972], [-2.0514, 9.7654, 3.5359], [-0.2729, 9.7298, 3.0011], [-1.0037, 8.6213, 4.2930], [-1.9643, 8.8097, 1.4376], [0.1532, 6.8115, 2.4678], [0.4012, 8.1054, 1.3207], [-0.7973, 8.0221, -0.6276], [-2.3508, 7.3415, -0.1418], [-1.4717, 6.5355, -1.3618], [-2.6375, 6.7298, 1.9591], [-3.3692, 7.5305, 3.0629], [-6.3691, 1.0588, 0.4835], [-6.7717, 0.8356, -1.0275], [-5.5277, 0.4230, -1.9515], [-4.8577, 1.6490, -2.2238], [-3.5013, 1.6151, -1.7450], [-7.8105, -0.2364, -1.1549], [-5.3767, 1.5036, 0.5570], [-6.4786, 0.0539, 0.8912], [-7.0626, 1.7092, 1.0165], [-7.1665, 1.7976, -1.3542], [-5.8678, -0.0232, -2.8861], [-4.9430, -0.2128, -1.2866], [-3.0066, 2.5857, -1.7818], [-2.9247, 0.8132, -2.2060], [-3.4969, 1.3328, -0.6922], [-8.6984, 0.1828, -1.3914], [-8.0768, -0.7703, -0.3399], [2.1672, 1.6946, 2.1481], [0.9848, 0.8432, 1.6301], [1.4142, -0.5152, 1.0599], [0.3429, -1.0691, 0.2514], [0.6707, -2.4077, -0.1801], [-0.0241, 0.6697, 2.6848], [2.7299, 2.0000, 1.2659], [2.7409, 0.9611, 2.7146], [1.8527, 2.5478, 2.7491], [0.6715, 1.4964, 0.8157], [1.8436, -1.1324, 1.8491], [2.2195, -0.3349, 0.3478], [-0.0011, -2.8137, -0.9363], [0.6454, -3.1485, 0.6191], [1.5667, -2.3895, -0.8005], [0.4759, 0.2004, 3.4264], [-0.6699, -0.0731, 2.4588]], "mulliken_charge": [-0.6020, 0.3069, 0.3087, -0.6473, 0.3023, 0.3211, -0.6582, 0.3220, 0.3150, -0.6281, 0.3031, 0.3166, -0.6469, 0.3151, 0.3254, -0.5940, 0.2995, 0.3065, -0.6246, 0.3182, 0.3040, -0.6212, 0.3137, 0.3140, -1.6627, 0.4678, -0.9275, -0.2039, -0.7245, -0.5530, 0.4239, 0.3927, 0.4429, 0.2360, 0.4267, 0.3893, 0.3386, 0.2889, 0.1911, 0.2338, 0.2559, -1.5582, 0.6574, -0.7747, -0.3518, -0.8120, -0.7822, 0.4105, 0.2820, 0.3326, 0.3526, 0.3494, 0.4293, 0.2914, 0.3243, 0.3254, 0.2650, 0.2604, -1.4885, 0.5327, -0.6285, -0.4032, -0.7680, -0.6919, 0.3511, 0.3639, 0.3445, 0.1948, 0.3663, 0.3172, 0.3281, 0.3041, 0.3009, 0.3100, 0.2667, -1.4115, 0.6419, -0.8931, -0.2671, -0.7792, -0.5973, 0.3342, 0.3855, 0.3131, 0.2756, 0.3162, 0.3994, 0.3480, 0.2481, 0.2539, 0.2117, 0.2375, -1.1789, 0.4468, -0.7126, -0.3871, -0.6434, -0.6912, 0.2871, 0.2840, 0.3121, 0.3135, 0.3183, 0.3466, 0.2616, 0.3236, 0.2509, 0.2464, 0.2262, -1.3739, 0.4305, -0.7833, -0.2150, -0.8425, -0.6090, 0.3653, 0.2918, 0.3195, 0.2701, 0.3574, 0.4192, 0.2800, 0.3094, 0.3141, 0.2084, 0.2499]}

***

2.
{"formula": "C19H27CrF4N5O", "method": "ωB97M-V with the def2-TZVPD basis set", "spin_multiplicity": 4, "orbital_gap_ev": [6.1, 8.4], "charge": 1, "total_energy_ha": -2532.93900, "symbols": ["Cr", "C", "C", "N", "C", "C", "C", "C", "N", "C", "C", "F", "C", "F", "C", "C", "F", "C", "F", "H", "H", "H", "H", "H", "H", "H", "H", "H", "H", "H", "H", "H", "H", "H", "O", "C", "N", "C", "C", "N", "C", "C", "N", "C", "C", "H", "H", "H", "H", "H", "H", "H", "H", "H", "H", "H", "H"], "coordinates": [[0.0906, 0.0054, -0.9056], [2.7934, 2.3087, -1.0815], [1.3874, 2.8348, -1.3210], [0.3136, 2.1583, -0.5292], [-0.9820, 2.8545, -0.7649], [-1.4936, 2.7523, -2.1939], [0.6326, 2.2326, 0.9209], [-0.1800, 1.2238, 1.7005], [-0.1033, -0.0451, 0.9576], [0.1011, -1.1906, 1.7319], [0.8592, -2.2198, 1.1877], [1.3142, -2.0419, -0.0606], [1.1337, -3.3845, 1.8616], [1.8698, -4.3225, 1.2749], [0.6370, -3.5744, 3.1406], [-0.1366, -2.5797, 3.6900], [-0.6590, -2.7314, 4.9016], [-0.4133, -1.4049, 3.0025], [-1.2297, -0.5058, 3.5607], [3.2317, 2.6840, -0.1586], [3.4317, 2.6417, -1.8991], [2.8293, 1.2172, -1.0700], [1.1317, 2.7176, -2.3681], [1.3466, 3.9056, -1.0900], [-0.8551, 3.9054, -0.4843], [-1.7128, 2.4248, -0.0767], [-0.8262, 3.2270, -2.9088], [-2.4564, 3.2579, -2.2597], [-1.6396, 1.7134, -2.5079], [0.4820, 3.2492, 1.2980], [1.6793, 1.9748, 1.0543], [-1.2218, 1.5161, 1.8379], [0.2596, 1.1233, 2.6916], [0.8401, -4.4844, 3.6878], [2.0296, 0.6991, -4.5740], [1.4992, 0.3562, -3.5909], [0.9518, -0.0004, -2.5820], [-0.7295, -2.7581, -2.4110], [-1.7716, -3.8233, -2.8291], [-3.1238, -3.3442, -2.5568], [-3.3027, -3.2037, -1.1158], [-2.1771, -2.3206, -0.5222], [-1.4042, -1.6851, -1.6257], [-2.3687, -0.9926, -2.5287], [-3.3052, -2.0408, -3.1881], [-0.2642, -2.2773, -3.2719], [0.0622, -3.1872, -1.8039], [-1.6205, -4.7556, -2.2843], [-1.6825, -4.0452, -3.8926], [-3.2915, -4.1915, -0.6547], [-4.2842, -2.7657, -0.9317], [-1.4757, -2.9218, 0.0637], [-2.5699, -1.5345, 0.1227], [-1.7986, -0.4444, -3.2805], [-2.9294, -0.2755, -1.9220], [-3.0838, -2.1374, -4.2511], [-4.3472, -1.7353, -3.0927]], "mulliken_charge": [0.5813, -1.6321, -0.6261, 0.9396, -0.5461, -1.2456, -1.1092, -0.9034, 0.7124, -0.1841, 0.0990, -0.3322, 0.2275, -0.2956, -0.5525, 0.1153, -0.2818, 0.7589, -0.3071, 0.4472, 0.3901, 0.2566, 0.4290, 0.4193, 0.3341, 0.3199, 0.3654, 0.4466, 0.1508, 0.2385, 0.4724, 0.3318, 0.5255, 0.5245, -0.5214, 0.7047, -0.5451, -0.7668, -0.7307, -0.1248, -0.9563, -0.7144, 1.1141, -0.8104, -0.9816, 0.4427, 0.3264, 0.2577, 0.3613, 0.3890, 0.2760, 0.2184, 0.3695, 0.4253, 0.5678, 0.2952, 0.3331]}